No. 1
This record from the Open Molecules 2025 dataset describes a cluster of 2 separate species, C27H58B2Cl2F3NO6P2 in total. The level of theory is ωB97M-V/def2-TZVPD.

Geometry as XYZ:
```
101
Properties=species:S:1:pos:R:3:lowdin_charge:R:1
C -4.932 -6.909 -4.659 -0.02
B -3.924 -5.933 -5.407 -0.37
O -4.319 -5.368 -6.619 0.10
B -2.355 -5.591 -4.736 -0.69
C -1.323 -6.538 -5.579 -0.08
C 0.191 -6.279 -5.368 -0.28
N 0.958 -7.444 -4.862 -0.02
O -2.457 -5.893 -3.254 -0.05
C -1.901 -4.972 -2.459 -0.74
Cl -3.062 -4.647 -1.070 0.68
C -0.509 -5.300 -1.947 -0.17
C -0.299 -6.551 -1.062 -0.70
C 0.200 -6.179 0.326 -0.14
Cl -1.701 -7.655 -0.892 0.62
C -1.841 -3.652 -3.405 -0.43
C -0.527 -2.853 -3.432 -0.11
C -0.223 -1.993 -2.181 -0.07
C -0.011 -0.532 -2.450 -0.57
F 0.748 -0.294 -3.549 0.12
F 0.680 0.035 -1.390 0.06
F -1.136 0.204 -2.565 0.12
P -3.230 -2.472 -3.247 0.46
O -3.288 -1.654 -2.014 -0.32
O -4.585 -3.228 -3.577 -0.09
O -3.032 -1.517 -4.516 -0.09
O -1.984 -4.133 -4.717 0.00
H -5.467 -6.318 -3.913 0.06
H -4.428 -7.704 -4.117 0.06
H -5.689 -7.335 -5.330 0.05
H -4.898 -5.979 -7.082 0.07
H -1.515 -7.598 -5.406 0.10
H -1.543 -6.366 -6.635 0.09
H 0.642 -6.027 -6.327 0.10
H 0.366 -5.418 -4.727 0.07
H 1.000 -8.104 -5.627 0.05
H 0.379 -7.905 -4.168 0.05
H 0.135 -5.397 -2.811 0.10
H -0.189 -4.449 -1.349 0.10
H 0.476 -7.150 -1.529 0.09
H 0.289 -7.076 0.930 0.06
H 1.196 -5.752 0.218 0.08
H -0.481 -5.475 0.796 0.07
H -0.606 -2.187 -4.285 0.12
H 0.315 -3.498 -3.648 0.11
H -0.961 -2.125 -1.396 0.12
H 0.723 -2.327 -1.755 0.12
H -4.899 -3.667 -2.779 0.06
H -3.350 -0.656 -4.234 0.08
C -0.995 2.144 0.306 -0.09
C 0.154 3.118 0.083 -0.24
C 1.455 2.630 0.719 -0.22
C 1.522 2.762 2.247 -0.26
P 1.920 4.376 2.923 1.01
C 3.409 4.959 2.073 -0.27
C 4.627 4.033 1.937 -0.22
C 5.496 3.802 3.177 -0.26
C 5.912 5.071 3.913 -0.10
C 2.365 4.189 4.656 -0.26
C 1.377 3.625 5.691 -0.21
C 0.273 4.556 6.197 -0.25
C 0.728 5.970 6.539 -0.10
C 0.773 5.721 2.568 -0.26
C -0.656 5.847 3.124 -0.21
C -1.579 4.622 3.015 -0.25
C -2.629 4.764 1.915 -0.10
H -1.185 1.964 1.368 0.07
H -1.916 2.522 -0.135 0.08
H -0.774 1.191 -0.160 0.06
H -0.121 4.111 0.451 0.07
H 0.318 3.227 -0.991 0.12
H 2.301 3.154 0.266 0.10
H 1.586 1.577 0.469 0.11
H 2.329 2.113 2.611 0.11
H 0.618 2.362 2.711 0.09
H 3.690 5.916 2.518 0.10
H 3.073 5.206 1.061 0.10
H 5.263 4.472 1.164 0.12
H 4.312 3.063 1.545 0.10
H 6.397 3.279 2.850 0.11
H 5.007 3.113 3.870 0.09
H 6.516 5.715 3.272 0.08
H 6.509 4.822 4.789 0.08
H 5.056 5.651 4.263 0.05
H 2.812 5.123 5.002 0.09
H 3.189 3.473 4.625 0.08
H 1.978 3.320 6.551 0.12
H 0.924 2.709 5.303 0.11
H -0.163 4.102 7.089 0.12
H -0.540 4.588 5.471 0.07
H 1.440 5.968 7.367 0.08
H -0.125 6.580 6.834 0.08
H 1.200 6.473 5.691 0.06
H 0.739 5.801 1.478 0.10
H 1.318 6.618 2.886 0.10
H -1.119 6.689 2.606 0.12
H -0.593 6.170 4.163 0.08
H -2.109 4.489 3.961 0.10
H -1.007 3.706 2.859 0.07
H -3.326 5.568 2.157 0.08
H -3.206 3.847 1.811 0.08
H -2.175 4.987 0.948 0.07
```

Highest occupied orbital energy: -0.1914 Ha
Multiplicity: 1
Net charge: 0
Frontier orbital gap: 4.35 eV
E_LUMO: -0.86 eV

=====

No. 2
This record from the Open Molecules 2025 dataset describes a structure of composition C32H24BrCrN4OS6. The level of theory is ωB97M-V/def2-TZVPD.

Geometry as XYZ:
```
69
Properties=species:S:1:pos:R:3:lowdin_charge:R:1
Cr 0.079 -1.134 -0.154 0.36
Br 7.470 -0.706 -0.548 0.72
C 5.620 -1.107 -0.586 -0.70
C 5.169 -2.225 -1.291 -0.11
C 3.828 -2.521 -1.326 0.01
C 2.885 -1.718 -0.660 -0.32
O 1.620 -2.035 -0.762 -0.24
C 3.353 -0.597 0.053 -0.12
C 2.504 0.269 0.838 -0.07
N 1.242 0.143 1.053 -0.01
C 0.685 0.982 2.078 -0.17
C 1.459 1.350 3.181 -0.02
C 0.945 2.123 4.205 -0.07
C -0.400 2.459 4.201 -0.03
C -1.219 2.039 3.166 -0.18
C -2.683 2.081 3.302 -0.05
C -3.512 1.583 2.392 -0.05
C -2.975 1.180 1.063 -0.15
N -1.499 1.095 0.991 0.00
C -0.659 1.364 2.071 -0.15
C 4.726 -0.303 0.075 -0.08
H 5.881 -2.853 -1.807 0.10
H 3.461 -3.375 -1.878 0.12
H 3.032 1.094 1.319 0.13
H 2.471 0.979 3.267 0.11
H 1.578 2.405 5.034 0.11
H -0.834 2.990 5.038 0.12
H -3.071 2.402 4.259 0.11
H -4.570 1.472 2.584 0.11
H -3.352 1.836 0.268 0.17
H 5.074 0.560 0.625 0.11
C -0.424 -4.389 -1.137 -0.04
C -1.342 -3.390 -1.766 -0.28
C -2.457 -3.877 -2.503 0.00
C -3.270 -3.014 -3.161 0.01
C -2.955 -1.631 -3.172 -0.18
C -3.702 -0.680 -3.903 -0.04
C -3.309 0.629 -3.905 -0.07
C -2.156 1.030 -3.204 -0.10
C -1.408 0.135 -2.475 -0.57
S 0.082 0.598 -1.676 0.78
C -1.840 -1.220 -2.429 -0.24
N -1.107 -2.101 -1.663 0.07
H -0.192 -5.149 -1.884 0.09
H -0.911 -4.880 -0.292 0.03
H 0.497 -3.927 -0.794 0.04
H -2.634 -4.942 -2.516 0.12
H -4.140 -3.365 -3.702 0.12
H -4.567 -1.008 -4.463 0.11
H -3.873 1.365 -4.461 0.10
H -1.830 2.061 -3.248 0.10
C -1.426 -5.882 2.520 -0.38
S -2.722 -4.937 1.681 0.81
C -2.640 -3.428 2.574 -1.01
C -1.623 -2.540 2.587 -1.05
S -0.087 -2.660 1.767 0.67
S -1.868 -1.186 3.669 0.96
C -3.481 -1.537 4.180 -1.47
S -4.365 -0.573 5.178 0.54
S -4.030 -3.049 3.561 0.91
H -1.450 -6.882 2.094 0.04
H -1.635 -5.939 3.585 0.04
H -0.455 -5.427 2.343 0.01
C -3.863 -1.294 0.173 0.03
C -2.901 -0.252 0.580 -0.21
N -1.608 -0.252 0.541 -0.01
H -3.359 -2.253 0.056 0.08
H -4.338 -1.020 -0.773 0.10
H -4.642 -1.389 0.931 0.09
```

Highest occupied orbital energy (alpha / beta): -0.2809 / -0.2814 Ha
Multiplicity: 2
Net charge: 0
Frontier orbital gap (alpha / beta): 6.70 / 6.99 eV
E_LUMO (alpha / beta): -0.95 / -0.67 eV
<S²>: 0.77

=====

No. 3
This record from the Open Molecules 2025 dataset describes a cluster of 4 separate species, C3H14O4 in total. The level of theory is ωB97M-V/def2-TZVPD.

Geometry as XYZ:
```
21
Properties=species:S:1:pos:R:3:lowdin_charge:R:1
C 1.417 1.317 -1.881 -0.12
C -0.004 0.852 -1.529 -0.27
C -0.927 1.160 -2.701 -0.30
O -2.213 0.596 -2.431 -0.11
H 1.356 2.405 -1.805 0.06
H 1.692 1.232 -2.964 0.08
H 2.234 0.913 -1.229 0.08
H -0.140 -0.187 -1.239 0.08
H -0.372 1.395 -0.598 0.13
H -1.054 2.299 -2.512 0.14
H -0.522 0.882 -3.698 0.12
H -2.933 1.198 -2.787 0.11
O -1.402 0.685 4.759 -0.06
H -0.923 0.485 5.566 0.03
H -2.301 0.829 5.088 0.04
O 3.238 -1.176 2.024 -0.08
H 3.787 -1.954 1.787 0.05
H 2.357 -1.554 2.127 0.02
O -0.196 -2.878 0.439 -0.06
H -0.623 -2.038 0.236 0.02
H -0.925 -3.486 0.278 0.03
```

Highest occupied orbital energy: -0.3829 Ha
Multiplicity: 1
Net charge: 0
Frontier orbital gap: 11.14 eV
SMILES: CCCO.O.O.O
E_LUMO: 0.72 eV

=====

No. 4
This record from the Open Molecules 2025 dataset describes the ion C11H18O2P with charge +1. The level of theory is ωB97M-V/def2-TZVPD.

Geometry as XYZ:
```
32
Properties=species:S:1:pos:R:3:lowdin_charge:R:1
C -3.111 -0.671 0.722 -0.08
C -3.482 0.790 0.303 -0.19
C -2.313 1.506 -0.393 -0.21
O -1.732 0.662 -1.391 -0.19
C -0.377 0.923 -1.623 -0.36
P 0.438 -0.649 -2.110 1.18
C 0.356 -2.031 -0.885 -0.31
O 1.581 -2.240 -0.222 -0.08
C 2.035 -1.119 0.470 -0.31
C 3.399 -0.905 0.470 0.00
C 3.892 0.202 1.114 -0.06
C 3.074 1.104 1.756 -0.07
C 1.716 0.883 1.786 -0.07
C 1.225 -0.235 1.142 -0.06
H -2.018 -0.744 0.640 0.02
H -3.589 -1.422 0.093 0.08
H -3.332 -0.855 1.777 0.08
H -4.344 0.708 -0.366 0.11
H -3.750 1.339 1.210 0.11
H -1.606 1.827 0.384 0.12
H -2.743 2.409 -0.851 0.13
H -0.306 1.581 -2.512 0.12
H 0.143 1.456 -0.817 0.10
H -0.266 -1.097 -3.244 0.05
H 1.756 -0.439 -2.558 0.06
H 0.173 -2.950 -1.458 0.12
H -0.489 -1.944 -0.191 0.09
H 4.064 -1.606 -0.026 0.13
H 4.965 0.376 1.106 0.12
H 3.467 1.992 2.242 0.12
H 1.026 1.562 2.277 0.12
H 0.148 -0.411 1.156 0.10
```

Highest occupied orbital energy: -0.4618 Ha
Multiplicity: 1
Net charge: +1
Frontier orbital gap: 9.71 eV
E_LUMO: -2.86 eV

=====

No. 5
This record from the Open Molecules 2025 dataset describes a cluster of 2 separate species, C6H9NO in total. The level of theory is ωB97M-V/def2-TZVPD.

Geometry as XYZ:
```
17
Properties=species:S:1:pos:R:3:lowdin_charge:R:1
C -1.370 -0.183 0.263 -0.38
C -0.527 1.134 0.334 -0.18
C 0.356 1.072 -0.877 -0.14
C 1.609 0.186 -0.394 -0.23
C 1.275 -0.682 0.839 -0.18
C -0.070 -0.157 1.251 -0.08
H -2.679 -1.627 -0.829 0.22
H -0.502 -1.862 -0.826 0.19
H -2.146 -0.235 0.958 0.09
H -0.903 2.201 0.594 0.15
H 0.743 2.182 -0.927 0.13
H 0.051 0.712 -1.896 0.12
H 2.601 0.477 -0.884 0.15
H 2.095 -0.878 1.476 0.13
H -0.464 -0.220 2.301 0.13
N -1.388 -0.971 -0.908 -0.05
O 1.319 -1.149 -0.475 -0.07
```

Highest occupied orbital energy: -0.3170 Ha
Multiplicity: 1
Net charge: 0
Frontier orbital gap: 9.33 eV
E_LUMO: 0.70 eV

=====

No. 6
This record from the Open Molecules 2025 dataset describes a structure of composition CH24CdO15. The level of theory is ωB97M-V/def2-TZVPD.

Geometry as XYZ:
```
41
Properties=species:S:1:pos:R:3:lowdin_charge:R:1
Cd -0.657 1.681 -1.564 1.58
C 0.402 0.000 0.055 -0.74
O 0.200 -1.123 0.757 -0.17
O 0.714 -0.118 -1.165 -0.16
O -0.453 0.884 0.314 -0.21
O 2.846 0.537 -2.442 -0.08
H 1.995 0.172 -2.068 -0.03
H 3.449 -0.048 -2.080 -0.02
O -1.146 2.764 2.524 -0.05
H -0.390 2.532 3.080 0.05
H -1.568 1.917 2.464 -0.02
O 1.568 1.802 2.286 0.00
H 2.005 2.570 1.941 0.07
H 0.910 1.657 1.616 0.00
O 2.390 -0.714 2.092 -0.02
H 2.161 0.180 2.193 -0.06
H 1.545 -1.090 1.894 -0.02
O 0.154 -3.637 0.961 -0.07
H -0.612 -3.672 1.553 0.04
H 0.130 -2.704 0.711 -0.05
O -1.332 3.497 -0.147 -0.09
H -1.343 3.049 0.703 -0.02
H -2.242 3.761 -0.345 0.07
O -0.239 -2.313 -2.736 -0.01
H 0.192 -1.588 -2.333 -0.03
H 0.474 -2.917 -2.840 0.04
O -2.949 1.228 0.963 -0.04
H -2.093 0.786 0.746 0.00
H -3.358 1.300 0.143 0.00
O -0.152 1.098 -3.714 -0.07
H 0.598 1.088 -4.315 0.09
H -1.050 0.897 -4.001 0.07
O 2.392 -2.079 -0.991 -0.03
H 1.609 -1.674 -0.713 -0.05
H 2.262 -3.058 -1.152 0.09
O -1.217 -0.082 2.737 -0.03
H -0.659 -0.375 2.016 -0.02
H -1.965 -0.665 2.563 0.07
O -1.928 -1.857 -0.498 -0.06
H -1.232 -1.470 0.034 -0.04
H -1.426 -2.235 -1.249 0.01
```

Highest occupied orbital energy: -0.3546 Ha
Multiplicity: 1
Net charge: 0
Frontier orbital gap: 6.50 eV
E_LUMO: -3.15 eV